Run a
Here is C3H6N4 in the gas phase from OMol25. Energies are from ωB97M-V with the def2-TZVPD basis set.

HOMO-LUMO gap: 8.325 eV
multiplicity: 1
LUMO: -0.188 eV

Last column: Löwdin charge in e.
CARTESIAN COORDINATES (ANGSTROEM)
1 C -0.08 1.11 0.73  -0.010
2 C -1.33 -1.08 0.43  -0.302
3 C 1.80 0.19 -0.59  -0.059
4 N -2.42 -0.10 -0.17  0.011
5 N -2.24 0.97 -0.44  0.193
6 N 0.55 0.14 0.13  -0.315
7 N -0.14 -1.05 -0.19  0.031
8 H 0.61 2.08 0.69  0.055
9 H -1.45 -0.72 1.40  0.088
10 H -1.76 -1.95 0.21  0.064
11 H 2.52 0.99 -0.27  0.106
12 H 2.19 -0.78 -0.30  0.081
13 H 1.74 0.20 -1.62  0.056

Run b
Here is C3H6N4 in the gas phase from OMol25. Energies are from ωB97M-V with the def2-TZVPD basis set.

HOMO-LUMO gap (spin up / spin down): 8.389 / 8.209 eV
multiplicity: 1
LUMO (spin up / spin down): 0.486 / 0.431 eV

Last column: Löwdin charge in e.
CARTESIAN COORDINATES (ANGSTROEM)
1 C 0.63 0.78 1.08  -0.088
2 C 0.87 0.42 -1.53  -0.192
3 C 0.30 1.24 -0.38  -0.329
4 N 0.40 -0.42 1.46  0.036
5 N -0.42 0.26 -1.04  -0.007
6 N -0.22 -1.19 0.54  -0.087
7 N -1.46 -1.60 0.74  0.018
8 H 1.28 1.42 1.70  0.100
9 H 1.12 0.77 -2.53  0.090
10 H 1.57 -0.35 -1.10  0.102
11 H -0.07 2.31 -0.44  0.128
12 H -1.64 -2.47 0.32  0.064
13 H -2.37 -1.17 1.17  0.164

Which of them is the most stable, and which is the least stable? run a and run b, in that order.

Run a
Here is C3H5FO in the gas phase from OMol25. Energies are from ωB97M-V with the def2-TZVPD basis set.

structure (SMILES): FC[C@H]1CO1
HOMO-LUMO gap: 11.706 eV
multiplicity: 1
LUMO: 1.130 eV

Last column: Löwdin charge in e.
CARTESIAN COORDINATES (ANGSTROEM)
1 F 2.20 -0.24 -0.15  -0.053
2 C 1.07 0.48 0.18  -0.150
3 C -0.07 -0.15 -0.57  -0.258
4 C -1.19 -0.52 0.22  -0.143
5 O -1.09 0.79 -0.28  -0.030
6 H 1.23 1.47 -0.18  0.119
7 H 0.98 0.47 1.25  0.128
8 H 0.04 -0.59 -1.57  0.158
9 H -1.16 -0.49 1.25  0.092
10 H -2.00 -1.22 -0.14  0.137

Run b
Here is C3H5FO in the gas phase from OMol25. Energies are from ωB97M-V with the def2-TZVPD basis set.

structure (SMILES): CC(=O)CF
HOMO-LUMO gap: 10.920 eV
multiplicity: 1
LUMO: 0.929 eV

Last column: Löwdin charge in e.
CARTESIAN COORDINATES (ANGSTROEM)
1 C 0.97 0.10 -1.06  0.004
2 C 0.45 0.29 0.37  -0.390
3 O 1.04 0.77 1.30  0.091
4 C -1.00 -0.27 0.46  -0.176
5 F -1.32 -0.70 -0.75  -0.028
6 H 0.44 -0.32 -1.76  -0.001
7 H 1.93 -0.53 -0.96  0.128
8 H 1.35 0.97 -1.58  0.088
9 H -1.65 0.51 0.99  0.149
10 H -1.08 -1.17 1.11  0.135

Which of them is the most stable, and which is the least stable? run b and run a, in that order.

Run a
Here is C3H5FO in the gas phase from OMol25. Energies are from ωB97M-V with the def2-TZVPD basis set.

structure (SMILES): C=C(F)CO
HOMO-LUMO gap: 9.688 eV
multiplicity: 1
LUMO: 0.516 eV

Last column: Löwdin charge in e.
CARTESIAN COORDINATES (ANGSTROEM)
1 C 1.46 0.50 -0.33  0.042
2 C 0.48 -0.45 -0.07  -0.363
3 F 1.03 -1.61 -0.01  0.081
4 C -0.94 0.12 0.25  -0.337
5 O -1.79 -0.54 -0.54  -0.082
6 H 2.62 0.47 -0.50  0.091
7 H 1.16 1.62 -0.20  0.073
8 H -1.19 0.28 1.46  0.170
9 H -0.98 1.17 0.02  0.095
10 H -1.85 -1.58 -0.08  0.230

Run b
Here is C3H5FO in the gas phase from OMol25. Energies are from ωB97M-V with the def2-TZVPD basis set.

structure (SMILES): CC(=O)CF
HOMO-LUMO gap: 10.683 eV
multiplicity: 1
LUMO: 0.839 eV

Last column: Löwdin charge in e.
CARTESIAN COORDINATES (ANGSTROEM)
1 C -0.67 -1.05 0.15  -0.028
2 C -0.61 0.39 -0.19  -0.450
3 O -1.48 1.19 -0.39  0.097
4 C 0.88 0.95 -0.12  -0.141
5 F 1.87 0.09 -0.42  -0.056
6 H -0.64 -1.67 -0.87  0.147
7 H 0.14 -1.37 0.81  0.088
8 H -1.68 -1.24 0.58  0.093
9 H 1.02 0.81 0.98  0.135
10 H 1.16 1.89 -0.53  0.115

Run c
Here is a molecular structure, C3H5FO from OMol25. Energies are from ωB97M-V with the def2-TZVPD basis set.

HOMO-LUMO gap: 11.256 eV
multiplicity: 1
LUMO: 1.005 eV

Last column: Löwdin charge in e.
CARTESIAN COORDINATES (ANGSTROEM)
1 C -1.35 0.97 -0.47  -0.114
2 C -1.03 -0.32 0.10  -0.421
3 C 0.83 -0.79 0.38  0.077
4 O -1.49 0.70 0.90  0.033
5 F -1.83 -1.42 -0.07  0.047
6 H -0.45 1.57 -0.94  0.149
7 H -2.26 1.09 -1.04  0.107
8 H 0.59 -1.87 0.53  0.048
9 H 0.90 -0.42 1.39  0.031
10 H 1.57 -0.51 -0.36  0.043

Which of them is the most stable, and which is the least stable? run b and run a, in that order.

Run a
Here is a molecular structure, C4H6NS from OMol25. Energies are from ωB97M-V with the def2-TZVPD basis set.

HOMO-LUMO gap: 9.495 eV
multiplicity: 1
LUMO: -5.133 eV
charge: +1

Last column: Löwdin charge in e.
CARTESIAN COORDINATES (ANGSTROEM)
1 C 0.97 -0.28 -0.31  -0.049
2 C 1.15 0.90 0.29  0.050
3 C -1.52 -1.11 0.24  -0.316
4 C -0.99 0.79 -0.46  -0.333
5 N -0.45 -0.40 -0.40  -0.184
6 S -2.65 0.31 -0.03  1.056
7 H 1.85 -0.95 -0.68  0.180
8 H 0.47 1.36 0.85  0.031
9 H 2.21 1.28 0.46  0.127
10 H -1.79 -2.01 -0.44  0.155
11 H -1.39 -1.20 1.34  0.125
12 H -0.80 1.83 -0.84  0.158

Run b
Here is a molecular structure, C4H6NS from OMol25. Energies are from ωB97M-V with the def2-TZVPD basis set.

HOMO-LUMO gap: 8.859 eV
multiplicity: 1
LUMO: -5.032 eV
charge: +1

Last column: Löwdin charge in e.
CARTESIAN COORDINATES (ANGSTROEM)
1 C -2.23 1.02 0.41  0.005
2 C -1.15 1.18 -0.20  -0.087
3 C 0.78 0.74 -0.33  0.051
4 C 0.60 -0.65 0.28  -0.393
5 N -1.88 0.01 -0.61  -0.300
6 S -1.07 -1.40 0.09  1.148
7 H -3.18 1.33 0.74  0.114
8 H 1.43 1.32 0.32  0.108
9 H 0.66 0.87 -1.43  0.115
10 H 0.84 -0.62 1.27  0.058
11 H 1.26 -1.34 -0.22  0.095
12 H -0.69 -1.78 -1.25  0.087

Which of them is the most stable, and which is the least stable? run a and run b, in that order.

Run a
Here is 2 unconnected molecules or ions with the total composition HNO5S2 from OMol25. Energies are from ωB97M-V with the def2-TZVPD basis set.

HOMO-LUMO gap: 9.850 eV
multiplicity: 1
LUMO: -1.013 eV

Last column: Löwdin charge in e.
CARTESIAN COORDINATES (ANGSTROEM)
1 N -0.50 -1.28 -0.40  -0.185
2 O -1.26 -0.43 0.44  -0.209
3 O -1.12 2.40 -0.06  -0.391
4 O 1.20 -0.42 1.30  -0.314
5 O 1.95 -1.74 -0.65  -0.226
6 O 0.87 1.27 -0.94  -0.421
7 S 0.05 1.63 0.24  0.928
8 S 0.94 -1.07 0.06  0.690
9 H -2.13 -0.36 0.00  0.127

Run b
Here is 2 unconnected molecules or ions with the total composition HNO5S2 from OMol25. Energies are from ωB97M-V with the def2-TZVPD basis set.

HOMO-LUMO gap: 8.341 eV
multiplicity: 1
LUMO: -1.996 eV

Last column: Löwdin charge in e.
CARTESIAN COORDINATES (ANGSTROEM)
1 N 2.77 -1.23 -0.38  -0.150
2 O 2.36 -2.33 -0.09  -0.014
3 O 1.95 -0.25 -0.28  -0.279
4 O -3.21 -0.14 -0.79  -0.405
5 O -1.88 -1.00 1.20  -0.563
6 O -0.28 -1.34 -1.02  -0.531
7 S 0.25 -0.71 0.17  1.001
8 S -2.74 -1.27 0.01  0.957
9 H 0.22 0.53 -0.07  -0.016

Which of them is the most stable, and which is the least stable? run a and run b, in that order.

Run a
Here is 2 unconnected molecules or ions with the total composition C3H10N from OMol25. Energies are from ωB97M-V with the def2-TZVPD basis set.

HOMO-LUMO gap (spin up / spin down): 7.036 / 11.180 eV
multiplicity: 2
LUMO (spin up / spin down): 1.170 / 1.090 eV

Last column: Mulliken spin population.
CARTESIAN COORDINATES (ANGSTROEM)
1 C 0.21 1.88 -2.29  0.008
2 H 0.40 2.87 -2.71  -0.003
3 H 1.18 1.52 -2.00  -0.001
4 H -0.56 1.99 -1.53  0.003
5 H -0.23 1.24 -3.06  0.000
6 C 0.59 -1.90 1.49  0.005
7 C -0.69 0.13 1.01  0.727
8 N -0.67 -1.15 1.50  0.241
9 H 1.38 -1.16 1.57  0.008
10 H 0.56 -2.57 2.34  0.001
11 H 0.73 -2.43 0.55  0.004
12 H 0.24 0.65 0.87  0.026
13 H -1.62 0.59 0.69  0.007
14 H -1.52 -1.66 1.59  -0.025

Run b
Here is 2 unconnected molecules or ions with the total composition C3H10N from OMol25. Energies are from ωB97M-V with the def2-TZVPD basis set.

HOMO-LUMO gap (spin up / spin down): 4.507 / 11.052 eV
multiplicity: 2
LUMO (spin up / spin down): 0.858 / 0.787 eV

Last column: Mulliken spin population.
CARTESIAN COORDINATES (ANGSTROEM)
1 N 0.03 1.83 0.92  2.698
2 H -0.20 0.99 0.44  0.011
3 H -0.75 2.49 1.02  -0.610
4 H 0.36 1.38 1.78  -0.603
5 H 0.75 2.25 0.35  -0.543
6 C 0.19 -1.82 0.17  0.107
7 C 0.48 -0.68 -0.71  -0.023
8 C -0.56 -0.01 -1.21  0.321
9 H 1.08 -1.93 0.80  -0.036
10 H -0.75 -1.75 0.86  -0.070
11 H 0.08 -2.86 -0.45  0.009
12 H 1.42 -0.22 -0.69  -0.205
13 H -0.55 0.84 -1.96  -0.053
14 H -1.57 -0.51 -1.29  -0.004

Which of them is the most stable, and which is the least stable? run a and run b, in that order.